A structure of composition C19H44F2NNbO12P at a distorted geometry. Source: OMol25; level of theory: the ωB97M-V functional and the def2-TZVPD basis.

The electronic energy is -62744.225 eV. Its energy relative to the best compared isomer or geometry (same formula, charge and spin) is 0.0 kcal per mole. For the HOMO energy, the calculation gives -4.54 eV. Its net charge is -1. The frontier orbital gap is 0.23405 hartree.

Structure (XYZ):
```
80
Properties=species:S:1:pos:R:3:mulliken_charge:R:1
O 3.41667 -4.38007 -0.42873 -0.542
C 3.35859 -3.20060 -0.23637 0.516
O 4.06319 -2.27073 -0.89263 -0.358
C 3.80708 -2.23727 -2.30235 -0.846
C 2.35841 -1.85839 -2.58582 0.663
C 2.20128 -0.63319 -3.48338 -0.534
C 1.00161 0.24801 -3.13231 -0.839
Nb -1.07325 -0.63374 -3.05721 -0.772
N -2.18618 1.24605 -3.35510 -0.374
C -2.47704 1.94889 -2.17731 0.744
O -3.09605 1.61273 -1.21067 -0.452
F -1.89036 3.15647 -2.21355 -0.286
C -3.34465 1.18042 -4.09117 0.533
O -4.41832 1.69056 -3.85163 -0.551
F -3.15524 0.55185 -5.24969 -0.216
P -3.28672 -1.96867 -2.63810 0.291
O -3.00345 -3.43198 -3.40523 -0.519
O -3.25742 -2.44000 -1.02539 -0.439
H 2.73099 -2.80967 0.55802 0.185
H 4.45023 -1.48631 -2.72262 0.422
H 4.06066 -3.18688 -2.75106 0.311
H 1.79789 -1.69607 -1.67620 -0.466
H 1.88156 -2.68974 -3.07699 0.341
H 3.09646 -0.02641 -3.35022 0.351
H 2.21130 -0.92804 -4.52143 0.339
H 1.21929 0.74196 -2.19031 0.037
H 0.93436 1.02195 -3.89042 0.634
H -1.02721 -0.27023 -1.25280 0.331
H -0.38580 -2.29692 -2.79887 -0.002
H -1.16152 -0.95334 -4.88446 0.015
H -2.07337 -3.61709 -3.26574 0.315
H -3.73672 -3.26391 -0.93533 0.289
C 2.43850 1.86550 0.62197 -0.867
O 1.43497 0.89093 0.42384 0.178
C 1.67159 -0.33853 1.08565 -0.002
C 0.87965 -0.45201 2.36680 0.285
O 1.29852 0.50320 3.33684 -0.493
C 0.46364 1.64405 3.38748 -0.614
H 2.03460 2.82213 0.29089 0.027
H 2.72158 1.95307 1.67419 0.416
H 3.32849 1.63354 0.02467 0.257
H 2.74124 -0.47352 1.27747 0.334
H 1.34528 -1.12807 0.40349 -0.476
H 1.04308 -1.44393 2.79472 -0.156
H -0.18882 -0.34862 2.16028 0.213
H -0.47160 1.41295 3.91099 0.374
H 0.23438 2.02414 2.38941 0.149
H 0.99380 2.41769 3.94230 0.273
C -1.06406 -6.41265 2.17646 -0.654
O -1.17333 -5.86813 3.48036 -0.383
C 0.00319 -5.20384 3.90918 -0.747
C -0.09934 -3.70328 3.74509 -0.491
O -0.18785 -3.32934 2.38474 -0.003
C -1.51448 -3.03500 1.95892 -1.076
H -2.06805 -6.66606 1.84052 0.244
H -0.62846 -5.69894 1.47490 0.244
H -0.45618 -7.32441 2.19164 0.328
H 0.87590 -5.58216 3.36843 0.334
H 0.13718 -5.43559 4.97121 0.392
H 0.81020 -3.24653 4.15201 0.384
H -0.95254 -3.31415 4.30924 0.357
H -1.81235 -2.04397 2.31551 0.365
H -2.22923 -3.78005 2.31594 0.459
H -1.52662 -3.02528 0.87071 0.229
C -0.78021 4.18486 -0.63139 -0.892
O 0.24397 4.91435 0.03827 -0.243
C 0.31458 6.27360 -0.34644 -0.535
C -0.34743 7.18066 0.66746 -0.540
O -1.74455 6.95793 0.75052 -0.385
C -2.11901 6.13260 1.83831 -0.624
H -0.92340 3.24826 -0.09595 0.194
H -1.72349 4.73368 -0.64449 0.398
H -0.47885 3.95578 -1.65761 0.430
H -0.12911 6.41870 -1.33574 0.339
H 1.37551 6.53859 -0.41082 0.376
H -0.20458 8.22082 0.35657 0.366
H 0.12046 7.05420 1.64868 0.327
H -2.08200 6.69635 2.77780 0.335
H -1.47837 5.25190 1.91796 0.193
H -3.14265 5.80496 1.66612 0.261
```

A structure of composition C19H46N2O6PdSe2Si at a distorted geometry. Source: OMol25; level of theory: the ωB97M-V functional and the def2-TZVPD basis.

The electronic energy is -177751.305 eV. Its multiplicity is 5. For the HOMO energy (spin up / spin down), the calculation gives -14.32 / -14.28 eV. Its net charge is +2. The frontier orbital gap (spin up / spin down) is 0.34947 / 0.18666 hartree.

Structure (XYZ):
```
77
Properties=species:S:1:pos:R:3:lowdin_spin:R:1
Pd 13.14164 9.08439 12.14566 1.289
O 17.30497 7.26317 15.54998 0.005
C 17.19350 8.68662 15.28993 -0.001
C 16.00495 8.87982 14.36665 0.010
C 15.90350 10.41693 14.17612 0.005
O 14.60577 11.00714 13.96474 0.052
C 16.44348 8.17455 13.06002 0.102
Se 15.28231 8.18964 11.46658 0.983
C 14.85255 8.14445 15.08733 0.085
Se 13.00760 7.98066 14.24866 0.907
H 17.89406 7.19165 16.31648 0.000
H 18.11427 9.04052 14.84342 0.000
H 17.05346 9.24529 16.24550 0.000
H 16.46475 10.76703 13.31234 0.002
H 16.26410 10.87317 15.08898 0.001
H 13.93956 10.30525 14.08926 0.021
H 16.59800 7.11454 13.21098 0.022
H 17.40135 8.64816 12.72528 0.015
H 14.70482 8.70139 16.07066 0.011
H 15.10698 7.08838 15.21842 0.021
N 10.62046 12.35110 8.96768 0.000
C 11.81568 12.64086 9.89135 0.002
C 12.68741 11.40043 9.97458 0.006
N 13.15914 11.12908 11.31999 0.097
H 10.01327 13.16503 8.83046 0.000
H 9.98381 11.57229 9.24956 0.000
H 11.03245 12.10656 8.06620 0.000
H 11.45006 13.00792 10.83832 0.000
H 12.37294 13.45043 9.42215 0.000
H 13.51788 11.50938 9.29938 0.000
H 12.05396 10.53887 9.67705 0.001
H 12.61212 11.62403 12.03507 0.003
H 14.11658 11.34031 11.51941 0.005
C 7.19947 11.98360 10.16740 0.001
C 7.69289 10.85342 11.07114 0.001
C 8.25038 11.51097 12.33595 0.001
C 6.56757 9.82058 11.22395 0.000
O 8.76104 10.25640 10.36284 0.021
Si 9.78433 8.93604 10.49524 0.023
O 11.13355 9.22015 11.29323 0.299
O 10.27423 8.87785 8.93468 0.008
C 9.83631 8.31683 7.66257 0.001
C 8.44265 7.77423 7.69391 0.000
C 10.84190 7.15173 7.42918 0.000
C 10.07039 9.43127 6.63741 0.000
O 8.75843 7.64578 10.84977 0.001
C 8.95671 6.52702 11.76269 0.000
C 10.38902 5.97222 11.59707 0.000
C 7.83744 5.52464 11.44216 0.000
C 8.73360 7.09116 13.15653 0.000
H 6.19790 12.26955 10.54086 0.000
H 7.18458 11.74261 9.08377 0.000
H 7.84942 12.85842 10.22889 0.000
H 7.41493 12.14090 12.81246 0.000
H 9.14874 12.11993 12.15570 0.000
H 8.55542 10.71254 13.03284 0.000
H 5.79985 10.25265 11.91904 0.000
H 6.90091 8.83789 11.59493 0.000
H 6.09573 9.65941 10.22975 0.000
H 8.45796 6.91925 8.40747 0.000
H 8.19677 7.41941 6.63091 0.000
H 7.76060 8.54291 8.04672 0.000
H 10.74981 6.41546 8.28098 0.000
H 11.87116 7.49069 7.31871 0.000
H 10.53963 6.63113 6.51552 0.000
H 9.41845 10.29419 6.80960 0.000
H 9.86964 9.11362 5.62138 0.000
H 11.13265 9.70840 6.72523 0.000
H 10.41109 5.51108 10.61473 0.000
H 10.64204 5.28946 12.41676 0.000
H 11.05005 6.82228 11.73305 -0.001
H 8.05537 4.94719 10.50002 0.000
H 6.89314 6.07270 11.33810 0.000
H 7.64584 4.81502 12.23536 0.000
H 9.59004 7.69493 13.41308 0.000
H 8.60480 6.23244 13.85999 0.000
H 7.83052 7.68497 13.19116 0.000
```

A structure of composition C19H47ClLaP2 at a distorted geometry. Source: OMol25; level of theory: the ωB97M-V functional and the def2-TZVPD basis.

The electronic energy is -52423.154 eV. Its energy relative to the best compared isomer or geometry (same formula, charge and spin) is 0.0 kcal per mole. For the HOMO energy, the calculation gives -2.88 eV. Its net charge is -1. The frontier orbital gap is 0.20014 hartree.

Structure (XYZ):
```
70
Properties=species:S:1:pos:R:3:mulliken_charge:R:1
La 1.05847 0.58165 -0.61839 0.599
Cl -0.67585 -1.32027 -0.06201 -0.748
P 1.07531 -0.59350 -3.38237 0.393
C -0.19521 -1.46973 -4.37438 0.568
C 1.80841 0.71545 -4.46859 0.508
C 2.36893 -1.91781 -3.16465 0.610
C -1.60135 -1.03745 -3.93561 -1.341
H -0.06710 -2.52689 -4.08455 0.343
C 0.01529 -1.35535 -5.88279 -1.383
H -0.01680 -0.31735 -6.23159 0.203
H -0.79266 -1.90137 -6.38458 0.447
H 0.96682 -1.79576 -6.20351 0.208
H -1.74476 -1.20067 -2.85969 0.234
H -2.33726 -1.64175 -4.48088 0.470
H -1.79861 0.01919 -4.15488 0.283
H 1.74487 -2.80268 -2.93547 0.342
C 3.26085 -1.63824 -1.94117 -1.512
C 3.14241 -2.21896 -4.45326 -1.498
H 2.50873 -2.73494 -5.18642 0.252
H 3.97947 -2.88802 -4.21322 0.489
H 3.55888 -1.32105 -4.93094 0.221
H 2.67470 -1.65164 -0.99459 0.266
H 3.81474 -0.68413 -2.02305 0.207
H 4.00222 -2.44502 -1.86516 0.482
C 0.75409 1.78262 -4.80744 -1.527
H 2.11089 0.19992 -5.39358 0.537
C 3.05406 1.35128 -3.83451 -1.552
H -0.04581 1.40905 -5.46140 0.290
H 1.24916 2.61922 -5.31989 0.436
H 0.28525 2.18534 -3.89886 0.219
H 2.82763 1.87114 -2.88439 0.201
H 3.43757 2.11809 -4.52365 0.477
H 3.85820 0.62572 -3.65203 0.278
H -0.38001 1.28260 -1.71590 -0.135
H 1.75991 0.24153 1.13869 -0.243
P -1.51617 -0.08954 3.62180 0.389
C -1.10428 -1.54937 4.64856 0.335
C -1.03354 1.44559 4.52380 0.691
C -3.30621 -0.11965 3.20559 0.477
C 0.20773 -2.14257 4.09649 -1.333
H -1.92241 -2.24975 4.41077 0.326
C -1.08977 -1.33513 6.16257 -1.435
H -0.39977 -0.54599 6.48384 0.220
H -0.76604 -2.26725 6.64406 0.463
H -2.09237 -1.10080 6.54053 0.245
H 0.16431 -2.25621 3.00440 0.243
H 0.37297 -3.13108 4.54162 0.454
H 1.07111 -1.50702 4.33645 0.278
H -3.46457 -1.19083 2.98028 0.296
C -3.52905 0.67890 1.90873 -1.454
C -4.26041 0.26722 4.34254 -1.411
H -4.29656 -0.51248 5.11366 0.288
H -5.27504 0.36284 3.92723 0.462
H -4.00506 1.22200 4.82011 0.216
H -2.77689 0.41600 1.15102 0.230
H -3.49588 1.76120 2.08615 0.248
H -4.51858 0.42425 1.50957 0.476
C 0.49876 1.46033 4.70387 -1.470
H -1.53402 1.33977 5.50226 0.435
C -1.52570 2.72504 3.82755 -1.670
H 0.84572 0.73988 5.45746 0.266
H 0.81067 2.46178 5.03173 0.419
H 1.00992 1.24169 3.75058 0.196
H -1.18909 2.75843 2.77999 0.281
H -1.09637 3.59853 4.33906 0.472
H -2.61807 2.83156 3.85090 0.308
C 1.48035 2.93317 -0.07346 -1.396
H 1.12483 3.53081 -0.92919 0.289
H 2.57974 2.99913 0.02456 0.339
H 0.98832 3.25933 0.85960 0.201
```